Formula: C39H75N6O20P5
Source: the Open Molecules 2025 dataset
Level of theory: wB97M-V/def2-TZVPD

Geometry as XYZ:
```
145
Properties=species:S:1:pos:R:3:lowdin_charge:R:1
C 3.689 0.029 2.871 -0.112
O 3.708 -1.310 3.282 -0.189
P 3.442 -2.453 2.205 0.395
O 2.801 -1.968 0.964 -0.239
O 4.881 -3.097 1.892 -0.205
C 5.887 -2.328 1.255 -0.104
O 2.893 -3.676 2.982 -0.199
C 1.820 -3.791 3.924 -0.057
H 2.667 0.338 2.966 0.084
H 3.925 0.191 1.826 0.063
H 4.379 0.606 3.493 0.089
H 6.832 -2.873 1.199 0.096
H 6.041 -1.367 1.741 0.061
H 5.710 -2.069 0.211 0.077
H 0.764 -3.812 3.575 0.080
H 2.005 -3.038 4.735 0.096
H 2.058 -4.781 4.340 0.093
C -5.769 -3.385 -1.482 -0.072
O -5.370 -2.283 -2.320 -0.223
P -5.645 -0.764 -1.906 0.380
O -5.334 -0.525 -0.515 -0.227
O -4.799 0.090 -2.959 -0.210
C -3.386 0.078 -2.800 -0.070
O -7.186 -0.437 -2.303 -0.227
C -7.742 0.739 -1.619 -0.072
H -5.783 -4.268 -2.175 0.107
H -6.805 -3.189 -1.196 0.085
H -5.105 -3.496 -0.599 0.078
H -3.098 -0.878 -3.266 0.091
H -3.193 -0.045 -1.733 0.058
H -2.952 0.989 -3.244 0.088
H -6.994 1.050 -0.858 0.065
H -8.715 0.389 -1.181 0.102
H -7.923 1.543 -2.353 0.090
C 5.180 -4.922 -1.736 -0.045
O 5.872 -4.071 -2.698 -0.213
P 5.095 -2.995 -3.511 0.298
O 3.662 -3.361 -3.762 -0.253
O 5.962 -2.828 -4.770 -0.194
C 6.159 -3.864 -5.747 -0.056
O 5.222 -1.619 -2.806 -0.206
C 4.524 -0.339 -3.066 0.002
H 4.659 -4.235 -1.055 0.087
H 5.960 -5.630 -1.407 0.098
H 4.435 -5.545 -2.306 0.100
H 6.932 -4.512 -5.488 0.062
H 6.373 -3.322 -6.690 0.108
H 5.274 -4.509 -5.743 0.093
H 4.881 0.047 -3.985 0.078
H 4.838 0.348 -2.289 0.083
H 3.459 -0.499 -3.008 0.074
C -1.320 -1.181 0.450 -0.013
O -2.536 -1.388 1.306 -0.199
P -2.676 -2.750 2.006 0.309
O -1.661 -3.215 2.974 -0.245
O -4.041 -2.605 2.742 -0.182
C -5.128 -1.821 2.443 -0.107
O -2.798 -3.720 0.765 -0.242
C -2.587 -5.143 0.990 -0.053
H -0.623 -0.653 1.034 0.059
H -1.696 -0.536 -0.331 0.067
H -0.861 -2.143 0.176 0.071
H -5.490 -1.969 1.404 0.077
H -4.884 -0.769 2.596 0.083
H -5.869 -2.164 3.142 0.090
H -2.352 -5.627 0.050 0.084
H -3.445 -5.590 1.432 0.077
H -1.655 -5.127 1.642 0.101
C -4.581 6.236 -0.788 -0.047
O -4.700 4.913 -0.163 -0.226
P -3.652 4.431 0.903 0.356
O -2.849 5.448 1.543 -0.218
O -4.486 3.572 2.008 -0.230
C -5.261 2.355 1.622 -0.054
O -2.822 3.273 0.189 -0.241
C -1.943 2.372 0.879 -0.043
H -3.995 6.111 -1.724 0.085
H -4.141 6.901 0.011 0.103
H -5.566 6.504 -1.127 0.079
H -6.335 2.680 1.539 0.105
H -5.162 1.709 2.514 0.087
H -4.921 1.832 0.776 0.041
H -1.402 1.829 0.135 0.074
H -2.570 1.730 1.460 0.074
H -1.261 2.916 1.485 0.075
C -0.325 0.928 5.284 -0.109
C 0.080 0.147 6.386 -0.126
C -0.101 -1.189 6.097 -0.117
N -0.666 -1.187 4.831 0.010
C -0.813 0.043 4.384 -0.183
H -0.368 1.996 5.228 0.080
H 0.602 0.483 7.270 0.087
H 0.065 -2.156 6.607 0.114
H -0.965 -1.975 4.254 0.088
H -1.243 0.162 3.401 0.101
C -3.839 3.986 -4.938 -0.112
C -2.485 3.809 -5.404 -0.092
C -1.717 3.635 -4.288 -0.143
N -2.563 3.605 -3.209 0.007
C -3.857 3.859 -3.601 -0.163
H -4.781 4.163 -5.449 0.095
H -2.169 3.702 -6.423 0.084
H -0.640 3.499 -4.126 0.111
H -2.217 3.684 -2.267 0.123
H -4.693 3.832 -2.937 0.105
C 1.451 1.992 -1.469 -0.112
C 0.838 1.145 -2.444 -0.098
C 0.846 -0.144 -1.897 -0.124
N 1.535 -0.064 -0.704 0.028
C 1.910 1.169 -0.470 -0.181
H 1.610 3.047 -1.495 0.075
H 0.376 1.264 -3.410 0.078
H 0.433 -1.006 -2.351 0.077
H 1.686 -0.878 -0.119 0.088
H 2.475 1.477 0.424 0.116
C 2.301 5.127 2.988 -0.123
C 2.392 5.667 1.646 -0.098
C 1.087 5.733 1.186 -0.149
N 0.258 5.278 2.135 0.026
C 0.984 4.977 3.254 -0.148
H 3.100 5.082 3.713 0.084
H 3.240 5.688 1.001 0.070
H 0.622 6.141 0.323 0.105
H -0.725 5.430 2.079 0.096
H 0.559 4.708 4.201 0.104
C 6.845 1.373 1.431 -0.130
C 7.063 1.434 2.823 -0.099
C 6.336 2.577 3.253 -0.153
N 5.627 3.027 2.235 0.016
C 5.951 2.379 1.099 -0.143
H 7.282 0.541 0.896 0.089
H 7.490 0.662 3.423 0.086
H 6.197 2.887 4.274 0.110
H 5.119 3.869 2.273 0.127
H 5.658 2.637 0.078 0.114
C -0.902 -3.306 -2.181 -0.139
C -0.775 -3.275 -3.604 -0.114
C 0.570 -3.492 -3.934 -0.116
N 1.204 -3.763 -2.749 0.004
C 0.354 -3.675 -1.682 -0.147
H -1.836 -3.339 -1.593 0.085
H -1.469 -3.050 -4.406 0.083
H 1.120 -3.419 -4.805 0.082
H 2.228 -3.788 -2.794 0.085
H 0.738 -3.897 -0.694 0.106
```

## Properties
SMILES = COP(=O)(OC)OC.COP(=O)(OC)OC.COP(=O)(OC)OC.COP(=O)(OC)OC.COP(=O)(OC)OC.c1cc[nH]c1.c1cc[nH]c1.c1cc[nH]c1.c1cc[nH]c1.c1cc[nH]c1.c1cc[nH]c1
E_HOMO = -7.88 eV
Relative energy (zero: lowest compared OMol25 entry of this formula, charge and spin) = 43.55 kJ/mol
Gap between HOMO and LUMO = 5.45 eV
Calculated total energy = -5071.53598 a.u.
LUMO level = -2.4 eV



Formula: C39H75N9O9
Source: the Open Molecules 2025 dataset
Level of theory: wB97M-V/def2-TZVPD

Geometry as XYZ:
```
132
Properties=species:S:1:pos:R:3:lowdin_charge:R:1
C 20.342 18.618 14.973 -0.142
C 20.530 18.788 16.372 -0.089
C 20.591 20.163 16.558 -0.152
N 20.727 20.711 15.334 -0.003
C 20.571 19.757 14.321 -0.119
H 20.426 17.622 14.565 0.096
H 20.404 18.066 17.164 0.086
H 20.572 20.755 17.461 0.092
H 20.975 21.675 15.161 0.137
H 20.700 20.003 13.277 0.109
C 17.620 18.069 20.898 -0.171
C 17.663 17.089 21.842 -0.082
C 17.481 17.895 23.035 -0.149
N 17.322 19.189 22.795 0.038
C 17.263 19.314 21.416 -0.111
H 17.640 17.846 19.841 0.084
H 17.853 16.041 21.663 0.086
H 17.452 17.482 24.032 0.107
H 17.184 19.841 23.553 0.075
H 17.152 20.267 20.920 0.080
C 24.053 25.044 18.907 -0.151
C 23.117 24.379 18.111 -0.103
C 23.127 23.013 18.634 -0.094
N 23.992 22.990 19.728 0.034
C 24.578 24.167 19.827 -0.167
H 24.228 26.109 18.868 0.091
H 22.487 24.847 17.369 0.066
H 22.613 22.101 18.370 0.075
H 24.282 22.218 20.312 0.081
H 25.328 24.305 20.592 0.110
C 21.526 12.266 21.100 -0.028
N 21.394 13.659 20.630 0.009
C 22.003 14.736 21.021 -0.569
C 21.622 16.014 20.300 0.009
O 22.930 14.721 21.853 -0.002
H 21.338 11.554 20.296 0.084
H 20.824 12.128 21.922 0.085
H 22.524 12.186 21.530 0.083
H 20.612 13.849 20.019 0.134
H 21.929 16.984 20.691 0.060
H 20.553 16.010 20.087 0.076
H 22.287 15.980 19.438 0.093
C 20.874 26.762 20.266 -0.029
N 20.006 27.435 19.326 0.017
C 18.996 28.168 19.613 -0.594
C 18.020 28.487 18.580 -0.013
O 18.752 28.525 20.811 -0.013
H 20.868 27.213 21.258 0.091
H 21.883 26.579 19.895 0.069
H 20.476 25.749 20.317 0.072
H 20.114 27.193 18.351 0.123
H 17.447 29.358 18.896 0.094
H 17.424 27.582 18.457 0.088
H 18.379 28.666 17.566 0.081
C 25.266 15.615 25.516 -0.062
N 24.275 16.206 24.606 0.007
C 23.136 16.888 24.948 -0.492
C 22.150 17.227 23.813 -0.017
O 22.828 17.247 26.124 -0.019
H 26.295 15.463 25.189 0.076
H 24.868 14.630 25.757 0.081
H 25.321 16.193 26.439 0.080
H 24.337 16.031 23.613 0.109
H 21.867 18.244 24.082 0.068
H 21.180 16.730 23.815 0.088
H 22.540 17.065 22.808 0.040
C 15.092 22.528 19.899 -0.087
N 15.936 21.709 19.166 -0.026
C 15.742 20.523 18.575 -0.554
C 16.955 19.959 17.855 -0.007
O 14.650 19.953 18.543 0.027
H 14.015 22.377 19.972 0.095
H 15.216 23.546 19.529 0.087
H 15.377 22.422 20.946 0.064
H 16.900 22.007 19.192 0.074
H 17.809 19.952 18.532 0.058
H 17.256 20.463 16.937 0.076
H 16.588 18.948 17.680 0.086
C 23.214 22.682 25.344 -0.041
N 22.195 23.737 25.035 0.029
C 22.476 25.033 25.146 -0.583
C 21.412 26.096 24.938 0.010
O 23.591 25.358 25.557 0.001
H 22.931 21.793 24.780 0.062
H 23.196 22.387 26.393 0.080
H 24.251 22.960 25.156 0.076
H 21.320 23.553 24.564 0.098
H 21.947 26.662 24.175 0.083
H 21.145 26.635 25.846 0.089
H 20.558 25.593 24.484 0.063
C 25.338 19.330 23.528 -0.050
N 26.298 20.345 23.100 0.027
C 26.084 21.059 21.980 -0.491
C 27.378 21.724 21.391 0.014
O 25.051 21.008 21.327 0.007
H 25.899 18.402 23.642 0.077
H 24.550 19.114 22.806 0.074
H 24.896 19.551 24.499 0.088
H 27.187 20.492 23.554 0.138
H 27.713 21.378 20.413 0.084
H 28.257 21.692 22.035 0.068
H 27.189 22.770 21.147 0.061
C 14.829 22.503 24.285 -0.015
C 16.201 21.943 24.334 -0.481
C 17.303 22.925 23.948 0.005
O 16.346 20.784 24.632 0.056
H 14.898 23.427 24.858 0.093
H 14.058 21.870 24.723 0.093
H 14.547 22.629 23.239 0.081
H 17.552 23.406 24.894 0.093
H 16.994 23.720 23.270 0.091
H 18.219 22.372 23.741 0.073
C 19.787 24.452 17.353 -0.002
C 18.504 23.581 17.343 -0.402
C 17.504 23.772 16.262 -0.006
O 18.223 22.783 18.270 0.003
H 20.145 24.502 18.382 0.060
H 19.503 25.478 17.118 0.070
H 20.502 23.946 16.705 0.078
H 17.372 24.853 16.245 0.085
H 16.565 23.328 16.595 0.088
H 17.757 23.369 15.281 0.097
C 20.312 21.953 20.611 -0.013
C 20.870 21.323 21.886 -0.495
C 21.165 19.831 21.812 -0.001
O 20.887 21.958 22.868 0.086
H 20.928 21.844 19.718 0.044
H 20.029 22.994 20.767 0.075
H 19.370 21.444 20.409 0.062
H 20.367 19.294 22.325 0.088
H 22.214 19.781 22.104 0.071
H 21.258 19.531 20.769 0.073
```

## Properties
SMILES = c1cc[nH]c1.c1cc[nH]c1.c1cc[nH]c1.CNC(C)=O.CNC(C)=O.CNC(C)=O.CNC(C)=O.CNC(C)=O.CNC(C)=O.CC(C)=O.CC(C)=O.CC(C)=O
E_HOMO = -7.68 eV
Relative energy (zero: lowest compared OMol25 entry of this formula, charge and spin) = 0.00 kJ/mol
Gap between HOMO and LUMO = 7.72 eV
Calculated total energy = -2700.92626 a.u.
LUMO level = 0.0 eV



Formula: C39H77Br2F7N11O11
Source: the Open Molecules 2025 dataset
Level of theory: wB97M-V/def2-TZVPD

Geometry as XYZ:
```
147
Properties=species:S:1:pos:R:3:lowdin_charge:R:1
C -1.405 0.732 1.709 -0.172
C -0.645 -0.658 1.168 -0.680
Br 0.584 -0.042 -0.288 0.735
C 0.107 -1.292 2.488 -0.612
Br 1.578 -0.011 2.968 0.706
C 0.506 -2.853 2.411 -0.285
C -0.045 -3.718 1.141 -0.124
C 0.789 -3.671 -0.220 -0.106
N 2.278 -3.419 -0.217 -0.043
N 2.459 -2.729 -1.387 0.040
C 2.317 -3.548 -2.639 -0.130
O 2.101 -2.845 -3.787 0.087
F 2.336 -5.016 -2.792 0.056
C 3.602 -1.838 -1.569 -0.147
O 3.788 -0.570 -1.110 0.067
F 4.770 -2.351 -2.381 0.005
C 2.920 -2.915 1.034 -0.079
C 4.422 -3.579 1.361 -0.120
F 4.326 -5.041 1.733 0.007
F 5.365 -3.574 0.226 0.032
C 5.207 -2.862 2.608 -0.132
F 6.689 -2.897 2.311 0.038
F 4.878 -1.442 2.845 0.028
F 4.980 -3.569 3.919 0.035
C 2.093 -3.246 2.449 -0.106
H -1.515 0.774 2.871 0.079
H -2.466 0.881 1.236 0.093
H -0.688 1.640 1.413 0.073
H -1.506 -1.318 0.728 0.099
H -0.689 -1.176 3.373 0.124
H 0.038 -3.382 3.376 0.170
H -0.083 -4.854 1.510 0.141
H -1.186 -3.463 0.898 0.147
H 0.235 -2.886 -0.933 0.092
H 0.620 -4.717 -0.773 0.173
H 2.721 -4.380 -0.370 0.220
H 3.043 -1.728 1.103 0.148
H 2.557 -2.734 3.391 0.118
H 2.087 -4.415 2.697 0.154
C -2.042 -1.913 -2.368 -0.279
O -0.933 -2.056 -1.870 -0.139
N -2.592 -2.721 -3.341 -0.169
C -3.914 -2.484 -3.880 -0.049
C -1.824 -3.842 -3.840 -0.042
H -2.710 -1.091 -2.061 0.148
H -4.536 -3.363 -3.691 0.094
H -3.832 -2.317 -4.958 0.064
H -4.378 -1.609 -3.416 0.084
H -1.589 -4.512 -3.007 0.084
H -0.888 -3.471 -4.268 0.076
H -2.387 -4.387 -4.603 0.101
C -1.690 -1.044 -7.023 -0.291
O -2.345 -1.787 -6.301 -0.011
N -0.656 -0.233 -6.607 -0.196
C 0.071 0.618 -7.525 -0.054
C -0.282 -0.231 -5.208 -0.037
H -1.891 -0.968 -8.104 0.135
H 1.127 0.334 -7.511 0.092
H -0.035 1.658 -7.202 0.093
H -0.314 0.518 -8.544 0.088
H 0.010 -1.245 -4.916 0.071
H -1.146 0.072 -4.609 0.096
H 0.549 0.457 -5.031 0.095
C 5.545 1.626 5.957 -0.309
O 5.224 2.631 6.579 -0.007
N 6.796 1.374 5.436 -0.200
C 7.096 0.157 4.711 -0.067
C 7.845 2.356 5.618 -0.036
H 4.824 0.815 5.762 0.130
H 7.899 -0.375 5.230 0.094
H 7.421 0.419 3.700 0.094
H 6.218 -0.491 4.649 0.061
H 8.004 2.512 6.689 0.092
H 7.529 3.302 5.168 0.094
H 8.775 2.018 5.153 0.092
C -6.431 0.971 -2.265 -0.350
O -5.241 1.213 -2.422 -0.038
N -7.360 0.845 -3.275 -0.189
C -8.754 0.557 -3.007 -0.067
C -6.932 1.005 -4.650 -0.043
H -6.863 0.831 -1.261 0.127
H -9.023 -0.381 -3.501 0.032
H -9.366 1.372 -3.405 0.093
H -8.936 0.462 -1.933 0.089
H -6.161 0.260 -4.871 0.081
H -6.503 2.003 -4.775 0.093
H -7.775 0.877 -5.334 0.092
C 2.011 5.736 4.195 -0.331
O 1.991 4.784 3.425 -0.010
N 3.132 6.229 4.828 -0.206
C 3.071 7.362 5.728 -0.064
C 4.412 5.596 4.587 -0.048
H 1.093 6.290 4.449 0.127
H 3.715 8.157 5.339 0.090
H 3.426 7.050 6.714 0.091
H 2.049 7.740 5.817 0.084
H 4.638 5.646 3.518 0.092
H 4.351 4.545 4.885 0.075
H 5.203 6.094 5.154 0.092
C 8.084 3.020 10.548 -0.331
O 8.206 4.144 10.078 0.002
N 6.979 2.208 10.403 -0.209
C 6.913 0.887 10.991 -0.070
C 5.848 2.690 9.638 -0.050
H 8.885 2.556 11.147 0.128
H 6.772 0.152 10.194 0.084
H 6.064 0.849 11.680 0.088
H 7.830 0.653 11.538 0.083
H 6.177 2.915 8.619 0.062
H 5.473 3.610 10.098 0.097
H 5.052 1.941 9.610 0.090
C 5.536 -0.395 -5.972 -0.327
O 5.144 0.340 -6.869 0.005
N 6.130 -1.626 -6.149 -0.207
C 6.568 -2.437 -5.032 -0.072
C 6.323 -2.127 -7.494 -0.049
H 5.438 -0.111 -4.911 0.127
H 7.644 -2.610 -5.121 0.092
H 6.038 -3.393 -5.060 0.088
H 6.362 -1.940 -4.080 0.063
H 6.949 -1.422 -8.050 0.096
H 5.350 -2.201 -7.990 0.093
H 6.803 -3.109 -7.476 0.088
C -7.969 4.915 -1.159 -0.320
O -7.989 3.963 -1.929 0.001
N -6.848 5.409 -0.526 -0.209
C -6.909 6.542 0.373 -0.067
C -5.568 4.776 -0.767 -0.047
H -8.887 5.470 -0.905 0.129
H -6.265 7.336 -0.015 0.089
H -6.554 6.230 1.360 0.088
H -7.931 6.919 0.463 0.085
H -5.342 4.826 -1.837 0.097
H -5.629 3.725 -0.469 0.086
H -4.777 5.274 -0.200 0.087
C -10.467 -2.867 -4.271 -0.287
O -9.806 -1.896 -3.926 -0.017
N -11.537 -3.393 -3.578 -0.204
C -12.269 -4.548 -4.055 -0.062
C -11.943 -2.773 -2.334 -0.044
H -10.244 -3.415 -5.201 0.135
H -13.316 -4.266 -4.204 0.092
H -12.205 -5.341 -3.305 0.091
H -11.858 -4.912 -5.000 0.086
H -12.209 -1.729 -2.527 0.096
H -11.104 -2.799 -1.633 0.094
H -12.800 -3.297 -1.903 0.090
```

## Properties
E_HOMO = -9.74 eV
Relative energy (zero: lowest compared OMol25 entry of this formula, charge and spin) = 1062.43 kJ/mol
Charge = +1
Gap between HOMO and LUMO = 5.01 eV
Calculated total energy = -8808.62719 a.u.
LUMO level = -4.7 eV



Among the records above, which one has the highest relative energy (zero: lowest compared OMol25 entry of this formula, charge and spin)? C39H77Br2F7N11O11